(1)
Below is H39Na3O21 as an isolated structure, with properties calculated with ωB97M-V/def2-TZVPD.

Summary:
HOMO ... -9.38 eV
Kohn-Sham gap ... 7.706 eV

The geometry in XYZ format:
```
63
Properties=species:S:1:pos:R:3:forces:R:3
Na -0.028841 0.118187 0.488264 0.6 -0.4 -0.3
Na -2.899561 -0.312373 2.735554 0.4 -0.6 -0.4
Na 0.598239 3.760087 0.265504 -0.3 -0.7 0.2
O 0.979399 1.751637 -1.178506 -0.5 1.4 0.0
H 1.420859 2.615647 -1.293096 -0.5 -0.7 -0.7
O -2.343491 0.391807 0.564514 0.3 0.8 1.2
H -2.158811 1.167497 1.129084 0.0 -0.3 -0.5
O 1.752699 -0.260873 1.999004 -0.8 -0.6 0.9
H 2.048869 -0.768723 2.779334 0.5 1.3 -0.7
O -0.298171 -2.175213 -0.349926 0.6 0.3 0.4
H -1.230831 -2.390133 -0.363796 -0.9 0.0 -0.4
H 0.135569 -3.002183 -0.139616 0.3 0.0 -0.1
O -0.176831 -1.574083 -4.128776 -0.3 -0.4 -0.5
H 0.377839 -1.125113 -3.490816 0.5 0.2 0.5
H -0.997701 -1.081783 -4.121626 -0.3 0.2 -0.1
O 2.608059 2.022627 0.801854 0.6 1.7 0.6
H 2.171799 1.967257 -0.048346 0.0 -0.9 -0.4
H 2.338679 1.227707 1.262034 0.0 -0.7 0.7
O -1.374481 0.820947 -2.065056 -0.6 -0.2 -0.7
H -0.567871 1.335497 -2.094136 0.8 0.3 0.3
H -1.522421 0.659067 -1.133316 -0.6 -0.3 0.4
O -0.376371 2.277887 2.060954 -0.3 0.5 -0.4
H 0.035299 1.618257 2.619204 0.6 -0.5 0.3
H -0.872921 2.828557 2.666294 -0.2 0.2 0.2
O 3.631259 -1.498793 0.498344 0.6 -0.8 -0.5
H 4.277829 -0.831823 0.267424 0.2 0.2 -0.2
H 2.896949 -1.005003 0.863304 -0.8 0.5 0.5
O -1.951481 3.278217 -0.403316 0.8 1.0 0.3
H -2.484291 3.533007 0.349964 -0.4 0.1 0.0
H -2.067081 2.330327 -0.469416 -0.2 -0.5 -0.4
O 4.364869 0.461627 3.029484 0.3 0.3 0.4
H 3.704269 -0.132863 2.673964 -0.2 0.0 -0.3
H 5.184799 -0.028993 2.972504 0.2 -0.1 0.0
O -4.540431 1.310797 -0.823746 -0.7 0.5 -0.5
H -3.718001 1.015767 -0.432856 0.7 -0.5 0.4
H -5.155111 1.346907 -0.090886 -0.2 0.0 0.1
O 2.028819 -2.740333 3.473644 -0.1 -0.4 0.7
H 2.487759 -3.313113 2.859204 0.3 0.0 -0.2
H 1.656129 -2.049823 2.925454 -0.4 -0.6 -0.6
O -0.788561 -4.649693 2.071814 -0.5 0.2 0.0
H -0.303261 -4.938083 2.844824 0.2 0.0 0.3
H -0.135361 -4.628573 1.372444 0.1 0.0 -0.2
O 1.752389 -0.409933 -2.510036 0.1 -0.7 -0.5
H 2.142039 -1.003953 -1.868516 0.3 -0.3 0.1
H 1.461289 0.342357 -1.994706 -0.2 0.7 0.4
O -0.490411 -0.575213 3.346814 -2.1 0.3 0.8
H 0.399469 -0.523043 2.998084 1.4 0.3 -1.3
H -0.393601 -0.388213 4.280564 0.0 -0.2 0.4
O -2.519571 0.780627 -4.671176 -0.2 -0.2 -0.4
H -2.170461 0.983837 -3.803386 0.0 0.0 0.7
H -2.169341 1.468047 -5.237766 0.1 0.1 -0.2
O 3.350489 2.244207 -2.545956 0.8 0.5 0.1
H 2.522029 1.926697 -2.186696 -0.1 -0.6 -0.2
H 3.095269 2.803167 -3.279896 -0.1 0.0 -0.3
O -2.958011 -2.581923 3.298904 -0.3 0.6 0.2
H -3.586231 -3.236073 3.604944 -0.2 -0.1 0.0
H -2.329551 -3.079183 2.775454 0.6 -0.4 -0.4
O 0.870269 2.570117 -4.420816 0.0 0.5 -0.1
H 1.165519 1.855107 -4.984576 0.1 -0.3 -0.1
H 0.550079 2.135797 -3.630196 0.0 -0.2 0.3
O -3.129711 -1.925683 -0.606156 0.0 -0.9 0.1
H -2.878791 -1.175073 -0.067776 0.0 0.7 0.2
H -3.391281 -1.543443 -1.443846 -0.1 0.1 -0.4
```
Forces are in eV/Å.

=====

(2)
Below is H3IN2O2S as an isolated structure, with properties calculated with ωB97M-V/def2-TZVPD.

Summary:
HOMO ... -9.36 eV
Kohn-Sham gap ... 8.851 eV

The geometry in XYZ format:
```
9
Properties=species:S:1:pos:R:3:forces:R:3
N 1.313290 -0.449428 0.644065 -0.2 -0.6 -1.0
N -0.715964 0.269122 -1.333798 -0.9 -2.7 2.9
O -0.618240 -1.905629 0.586177 -0.9 -1.8 -0.4
O -0.948770 0.328027 1.588888 0.1 0.4 0.2
S -0.356625 -0.535058 0.634941 1.3 2.0 -3.0
I -0.335940 2.175667 -1.222303 1.0 2.7 0.0
H 1.705859 -0.716735 -0.268184 -0.7 -1.1 0.3
H 1.698746 0.454068 0.632110 0.0 2.1 1.0
H -1.742355 0.379966 -1.261896 0.3 -1.1 -0.1
```
Forces are in eV/Å.

=====

(3)
Below is one molecule with the formula H3IP2S2, with properties calculated with ωB97M-V/def2-TZVPD.

Summary:
HOMO ... -9.03 eV
Kohn-Sham gap ... 8.589 eV

The geometry in XYZ format:
```
8
Properties=species:S:1:pos:R:3:forces:R:3
S -2.051985 0.258413 -1.768161 1.5 -0.3 1.0
P -0.453059 -0.088583 -0.639664 1.4 1.6 -0.8
S 0.352562 -2.048400 -0.614795 -2.4 -0.7 1.1
P -0.733522 0.445289 1.549743 -0.9 0.8 -0.4
I 1.570914 0.820274 2.084878 0.4 0.1 0.1
H 0.943491 0.596217 -0.851680 -2.2 -0.7 -0.1
H 1.499375 -1.870353 -1.144882 1.7 0.8 -0.8
H -1.127775 1.887143 1.384562 0.5 -1.5 -0.2
```
Forces are in eV/Å.

=====

(4)
Below is a 2-piece molecular cluster, H3N2O2 overall, with properties calculated with ωB97M-V/def2-TZVPD.

Summary:
HOMO (spin up / spin down) ... -2.99 / -1.39 eV
Total charge ... -1
Kohn-Sham gap (spin up / spin down) ... 8.265 / 6.034 eV

The geometry in XYZ format:
```
7
Properties=species:S:1:pos:R:3:forces:R:3
N -1.378540 0.384852 -0.034669 -0.1 -0.5 1.7
N 1.511850 -0.760497 0.179442 0.5 1.4 1.9
O 1.411217 0.466923 -0.074137 0.2 0.3 0.2
O -1.220121 -0.985693 -0.056289 0.2 0.6 0.0
H -1.452603 0.691238 0.987271 0.0 -0.4 -1.3
H -0.488183 0.795368 -0.323171 0.4 0.2 -0.3
H 1.102451 -1.207300 -0.582843 -1.2 -1.6 -2.0
```
Forces are in eV/Å.

=====

(5)
Below is a 4-piece molecular cluster, H3N2OS overall, with properties calculated with ωB97M-V/def2-TZVPD.

Summary:
HOMO ... -2.30 eV
Total charge ... -1
Kohn-Sham gap ... 6.425 eV

The geometry in XYZ format:
```
7
Properties=species:S:1:pos:R:3:forces:R:3
N 0.639282 0.043173 -1.634969 -1.6 -0.4 0.3
N -0.301420 -0.535980 -1.419035 1.6 -0.2 -1.8
O 1.578630 0.769117 -1.740593 1.1 0.5 0.0
S -1.701668 -0.916989 0.679074 -1.1 0.8 0.0
H 0.942251 -0.382583 1.295289 -0.4 -0.4 3.5
H -1.895044 0.020351 -0.330296 -0.4 -0.8 1.3
H 0.811723 -0.470024 2.168114 0.8 0.4 -3.2
```
Forces are in eV/Å.

=====

(6)
Below is a 2-piece molecular cluster, H3N3O overall, with properties calculated with ωB97M-V/def2-TZVPD.

Summary:
HOMO (spin up / spin down) ... -9.65 / -9.77 eV
Kohn-Sham gap (spin up / spin down) ... 8.951 / 8.985 eV

The geometry in XYZ format:
```
7
Properties=species:S:1:pos:R:3:forces:R:3
N -0.303962 1.354354 -0.108434 -1.8 0.0 -0.3
N -0.624820 -0.850824 0.041649 -1.4 -1.0 -0.1
N 0.077968 0.213581 0.069356 4.5 0.7 0.2
O 2.117811 -0.191988 0.098590 -1.8 0.2 0.1
H 0.464624 2.023301 -0.072931 0.3 -0.5 0.2
H -1.605375 -0.832458 -0.227166 0.2 0.1 0.1
H -0.126248 -1.715969 0.198938 -0.1 0.4 -0.1
```
Forces are in eV/Å.

=====

Number 1: total energy -56884.5963 eV, M 444.26 g/mol. Number 2: total energy -26057.0514 eV, M 222.01 g/mol. Number 3: total energy -48397.5945 eV, M 256.01 g/mol. Number 4: total energy -7119.2650 eV, M 63.04 g/mol. Number 5: total energy -15908.7010 eV, M 79.10 g/mol. Number 6: total energy -6559.7434 eV, M 61.04 g/mol.